[1]
# C58H136F12N13O31S12

C58H136F12N13O31S12 as an isolated structure (ωB97M-V/def2-TZVPD, OMol25).

Geometry as ORCA input:
```
! wB97M-V def2-TZVPD RIJCOSX def2/J DEFGRID3
* xyz 1 1
C 17.46 11.41 11.92
C 15.97 11.43 12.17
C 15.35 10.00 11.95
C 13.93 9.88 12.59
C 14.10 10.09 14.09
C 14.70 11.46 14.43
N 15.86 11.79 13.60
O 16.77 12.44 14.07
C 15.16 11.51 15.90
C 13.68 12.56 14.16
C 15.28 12.53 11.46
H 17.83 12.43 11.85
H 17.56 11.06 10.89
H 18.09 10.78 12.50
H 15.96 9.25 12.48
H 15.50 9.83 10.89
H 13.34 8.97 12.23
H 13.33 10.68 12.22
H 14.83 9.34 14.49
H 13.13 10.14 14.64
H 16.02 10.97 16.07
H 14.45 11.04 16.58
H 15.28 12.48 16.29
H 12.90 12.49 14.90
H 13.39 12.56 13.09
H 14.20 13.46 14.41
H 15.29 13.46 12.00
H 14.23 12.32 11.24
H 15.79 12.71 10.53
C 19.74 23.33 25.66
C 18.33 23.29 25.27
C 18.11 22.61 23.97
C 18.34 21.15 23.94
C 17.34 20.46 24.90
C 17.45 20.95 26.35
N 17.55 22.49 26.31
O 16.94 23.14 27.11
C 18.77 20.49 26.99
C 16.34 20.48 27.28
C 17.78 24.70 25.31
H 19.98 23.72 26.63
H 20.26 24.08 24.99
H 20.26 22.42 25.47
H 18.78 23.17 23.34
H 17.20 22.96 23.67
H 19.44 20.98 24.10
H 18.24 20.73 22.95
H 17.64 19.42 24.93
H 16.36 20.64 24.40
H 18.79 19.41 26.96
H 18.85 20.89 28.03
H 19.60 20.83 26.35
H 15.36 20.90 27.04
H 16.50 20.92 28.24
H 16.26 19.37 27.27
H 16.68 24.81 25.28
H 18.22 25.13 24.44
H 18.27 25.21 26.20
C 13.14 20.40 16.59
C 12.82 21.87 16.72
N 13.20 22.43 18.02
C 12.12 21.99 19.02
C 14.62 22.06 18.49
C 15.74 22.43 17.52
C 13.10 23.99 17.91
C 13.17 24.80 19.20
O 12.84 26.12 18.79
C 13.65 27.02 19.52
H 12.73 19.97 15.61
H 12.79 19.86 17.41
H 14.22 20.12 16.37
H 11.75 22.08 16.63
H 13.26 22.49 15.95
H 11.29 22.59 18.62
H 12.49 22.37 19.96
H 11.98 20.94 18.95
H 14.42 20.98 18.77
H 14.74 22.40 19.50
H 16.08 23.44 17.51
H 15.54 22.03 16.48
H 16.71 22.04 17.80
H 12.16 24.22 17.40
H 13.94 24.40 17.38
H 14.09 24.81 19.74
H 12.48 24.58 20.00
H 14.66 27.09 19.11
H 13.67 26.76 20.60
H 13.26 28.04 19.37
C 20.64 20.54 20.87
C 21.98 19.83 20.66
N 23.07 20.64 19.98
C 22.57 21.25 18.75
C 23.77 21.78 20.82
C 24.47 21.26 22.07
C 24.08 19.64 19.62
C 25.40 20.17 18.99
O 25.12 21.09 17.94
C 26.10 21.03 16.87
H 19.95 19.98 21.47
H 20.15 20.87 19.94
H 20.87 21.48 21.40
H 21.75 18.94 20.11
H 22.40 19.41 21.58
H 22.30 20.58 17.96
H 23.41 21.82 18.32
H 21.71 21.90 18.90
H 22.95 22.47 21.02
H 24.46 22.25 20.05
H 25.38 20.69 21.75
H 23.86 20.72 22.76
H 24.83 22.15 22.58
H 23.49 18.98 18.93
H 24.28 19.08 20.51
H 25.84 19.29 18.60
H 25.98 20.54 19.81
H 25.70 21.65 16.08
H 26.16 20.00 16.37
H 27.00 21.42 17.30
C 16.56 19.60 13.60
C 15.93 20.33 12.45
N 16.96 20.80 11.35
C 17.54 19.69 10.64
C 16.16 21.70 10.46
C 15.10 20.93 9.68
C 18.13 21.51 11.96
C 17.81 22.60 12.92
O 17.25 23.76 12.27
C 17.60 24.89 13.12
H 17.46 19.09 13.30
H 15.90 18.84 13.87
H 16.81 20.19 14.50
H 15.39 21.20 12.85
H 15.34 19.62 11.89
H 18.24 19.19 11.31
H 18.20 19.99 9.77
H 16.74 18.96 10.41
H 16.83 22.23 9.75
H 15.70 22.42 11.08
H 15.34 20.17 8.96
H 14.63 21.75 9.15
H 14.36 20.50 10.32
H 18.69 21.88 11.13
H 18.62 20.67 12.42
H 18.88 22.83 13.25
H 17.32 22.23 13.83
H 17.38 24.67 14.17
H 16.97 25.75 12.81
H 18.68 25.08 12.92
C 12.91 14.51 22.11
C 14.04 15.51 22.31
N 14.78 15.42 23.73
C 14.73 13.98 24.14
C 16.19 15.79 23.50
C 17.16 14.84 22.82
C 14.17 16.43 24.70
C 12.64 16.42 24.83
O 12.07 15.21 25.41
C 11.96 15.31 26.79
H 12.48 14.73 21.13
H 12.08 14.73 22.80
H 13.25 13.51 22.24
H 13.78 16.54 22.08
H 14.84 15.22 21.58
H 13.78 13.87 24.66
H 15.57 13.74 24.82
H 14.96 13.39 23.21
H 16.63 15.85 24.51
H 16.29 16.79 23.07
H 16.72 14.43 21.90
H 17.42 14.01 23.43
H 18.06 15.34 22.49
H 14.33 17.44 24.34
H 14.65 16.22 25.66
H 12.18 16.74 23.90
H 12.53 17.25 25.51
H 12.83 15.79 27.21
H 11.87 14.31 27.18
H 11.10 15.91 27.08
C 18.65 17.04 20.07
C 18.71 17.64 18.75
N 17.88 17.00 17.63
C 18.73 15.87 17.04
C 16.63 16.44 18.27
C 15.70 15.63 17.38
C 17.60 17.93 16.46
C 18.73 18.82 16.11
O 18.45 20.11 16.67
C 19.64 20.72 16.94
H 19.53 17.43 20.55
H 18.84 15.99 19.96
H 17.78 17.37 20.63
H 19.72 17.61 18.34
H 18.34 18.72 18.73
H 18.87 15.10 17.80
H 19.70 16.12 16.64
H 18.18 15.48 16.19
H 16.24 17.34 18.67
H 16.98 15.83 19.15
H 14.95 15.31 18.09
H 16.30 14.81 16.90
H 15.28 16.23 16.62
H 16.77 18.58 16.74
H 17.41 17.25 15.66
H 18.92 18.85 15.01
H 19.62 18.43 16.49
H 20.30 20.76 16.01
H 20.19 20.20 17.81
H 19.49 21.77 17.23
N 17.45 12.76 18.93
S 16.29 12.02 19.68
O 15.80 10.76 19.09
O 15.32 13.06 19.97
F 16.96 11.82 21.23
S 18.44 12.04 17.86
O 18.76 12.78 16.63
O 18.42 10.61 17.72
F 19.74 12.21 18.68
N 13.64 20.16 21.28
S 12.57 19.06 21.39
O 11.48 19.36 20.59
O 12.31 18.63 22.70
F 13.30 17.90 20.61
S 15.09 19.91 21.75
O 15.33 18.88 22.73
O 15.68 21.18 22.03
F 15.80 19.34 20.49
N 21.74 17.52 16.81
S 22.40 18.10 15.47
O 21.42 18.74 14.71
O 23.24 17.19 14.88
F 23.39 19.28 16.11
S 22.31 16.34 17.71
O 22.09 15.05 17.15
O 21.84 16.60 19.07
F 23.97 16.57 17.79
N 20.54 18.18 25.48
S 19.78 17.78 24.20
O 20.09 18.43 22.99
O 18.43 17.72 24.59
F 20.12 16.18 23.87
S 21.91 19.09 25.68
O 21.95 19.77 26.94
O 22.32 19.81 24.50
F 23.10 17.97 25.75
N 14.80 17.22 13.23
S 15.69 16.07 12.83
O 15.68 14.84 13.63
O 16.99 16.56 12.38
F 15.03 15.58 11.54
S 13.28 17.10 13.67
O 12.82 18.44 13.80
O 12.96 16.02 14.51
F 12.52 16.68 12.32
N 18.65 25.07 20.63
S 19.34 23.89 20.06
O 18.54 22.72 19.95
O 20.74 23.66 20.30
F 19.35 24.34 18.51
S 17.13 25.23 20.96
O 16.71 25.12 22.30
O 16.24 24.78 19.99
F 17.15 26.77 20.57
*
```

LUMO level ... -4.0391 eV
HOMO ... -0.415 hartree
Calculated total energy ... -11311.70295 a.u.
Kohn-Sham gap ... 7.243 eV

Here are the Mulliken charges for atoms 1 to 4, given in e: C -1.8481; C 1.6037; C -1.2779; C -0.7332

***

[2]
# C9H7N4OPtS2

C9H7N4OPtS2 as an isolated structure (ωB97M-V/def2-TZVPD, OMol25).

Geometry as ORCA input:
```
! wB97M-V def2-TZVPD RIJCOSX def2/J DEFGRID3
* xyz 1 1
Pt -1.71 -0.13 0.88
N -2.04 -4.27 0.05
C -1.71 -3.00 0.30
S -2.62 -2.07 1.42
N -0.66 -2.49 -0.30
N -0.44 -1.18 0.01
C 0.71 -0.72 -0.54
C 1.26 0.53 -0.48
C 2.50 0.77 -1.17
C 3.12 1.96 -1.05
C 2.56 2.99 -0.22
C 1.40 2.81 0.45
C 0.69 1.58 0.31
O -0.43 1.44 0.90
H -2.84 -4.70 0.50
H -1.48 -4.82 -0.58
H 1.24 -1.49 -1.09
H 2.92 -0.01 -1.78
H 4.05 2.13 -1.57
H 3.09 3.93 -0.14
H 0.95 3.57 1.07
S -3.24 1.12 -0.46
C -3.61 1.10 1.17
N -3.71 0.97 2.33
*
```

LUMO level (alpha / beta) ... -6.2382 / -6.7820 eV
HOMO (alpha / beta) ... -0.457 / -0.449 hartree
Calculated total energy ... -1556.80865 a.u.
Kohn-Sham gap (alpha / beta) ... 6.204 / 5.440 eV
Relative energy (zero: lowest compared OMol25 entry of this formula, charge and spin) ... 0.151 eV

Here are the Mulliken charges for atoms 1 to 4, given in e: Pt 0.8832; N -0.3634; C 0.6638; S -0.2647

***

[3]
# C26H56N7O9

A 6-piece molecular cluster, C26H56N7O9 overall (ωB97M-V/def2-TZVPD, OMol25).

Geometry as ORCA input:
```
! wB97M-V def2-TZVPD RIJCOSX def2/J DEFGRID3
* xyz -1 1
C 0.26 -1.74 0.82
C -1.00 -2.44 0.18
O -1.87 -2.91 0.97
N -1.28 -2.55 -1.26
C -0.25 -3.34 -1.98
C -1.55 -1.22 -1.90
C -2.87 -1.47 -2.79
O -2.62 -2.18 -4.03
C -1.88 -1.39 -4.95
O -0.67 -2.08 -5.41
C 0.48 -1.21 -5.24
C 1.81 -2.12 -5.16
O 2.99 -1.32 -4.87
N -1.98 -0.25 -0.85
C -1.66 0.99 -1.11
C -1.42 1.63 -2.54
C -1.54 1.98 0.17
H 0.99 -1.31 0.06
H -0.15 -0.92 1.52
H 0.76 -2.50 1.50
H -0.54 -3.39 -3.08
H 0.80 -2.90 -1.95
H -0.30 -4.43 -1.62
H -3.45 -0.50 -2.91
H -3.52 -2.18 -2.15
H -2.48 -1.18 -5.89
H -1.64 -0.39 -4.48
H 0.45 -0.63 -4.25
H 0.51 -0.51 -6.13
H 1.66 -2.84 -4.30
H 1.96 -2.61 -6.17
H 2.85 -0.80 -4.05
H -0.43 1.28 -2.98
H -1.46 2.77 -2.41
H -2.31 1.33 -3.19
H -1.62 3.03 -0.25
H -2.40 1.72 0.88
H -0.54 1.86 0.70
C -5.80 0.71 -1.40
O -6.34 1.36 -2.27
N -6.44 -0.01 -0.44
C -5.72 -0.76 0.57
C -7.89 -0.03 -0.43
H -4.70 0.66 -1.31
H -5.99 -1.81 0.49
H -6.00 -0.38 1.56
H -4.64 -0.65 0.44
H -8.25 -0.43 -1.38
H -8.26 0.99 -0.32
H -8.26 -0.64 0.39
C 3.03 -2.97 -8.72
O 3.10 -3.27 -7.54
N 2.28 -3.63 -9.64
C 2.24 -3.22 -11.03
C 1.50 -4.78 -9.23
H 3.58 -2.12 -9.13
H 1.21 -2.97 -11.30
H 2.59 -4.04 -11.66
H 2.87 -2.35 -11.20
H 0.79 -4.47 -8.45
H 2.17 -5.54 -8.81
H 0.96 -5.20 -10.07
C 0.90 0.21 4.02
O 0.35 0.85 3.14
N 0.26 -0.50 4.99
C 0.98 -1.23 6.01
C -1.19 -0.52 5.00
H 2.00 0.16 4.11
H 0.71 -2.29 5.95
H 0.70 -0.84 6.99
H 2.06 -1.12 5.88
H -1.55 -0.93 4.05
H -1.57 0.51 5.09
H -1.56 -1.12 5.83
C 3.12 5.49 4.43
O 3.20 5.20 5.62
N 2.38 4.81 3.52
C 2.32 5.20 2.13
C 1.62 3.65 3.96
H 3.65 6.35 4.00
H 1.28 5.42 1.86
H 2.69 4.38 1.51
H 2.94 6.08 1.95
H 0.91 3.95 4.73
H 2.31 2.91 4.38
H 1.08 3.20 3.12
C 3.82 2.65 7.64
O 3.89 1.63 6.97
N 4.00 2.71 8.99
C 3.90 3.96 9.72
C 4.30 1.49 9.72
H 3.60 3.62 7.19
H 4.86 4.16 10.22
H 3.11 3.87 10.47
H 3.68 4.78 9.05
H 5.23 1.06 9.33
H 3.49 0.78 9.58
H 4.42 1.70 10.78
*
```

LUMO level ... 2.0306 eV
HOMO ... -0.073 hartree
Calculated total energy ... -2084.56509 a.u.
Kohn-Sham gap ... 4.005 eV

Here are the Mulliken charges for atoms 1 to 4, given in e: C -0.3803; C 0.1853; O -0.6689; N 0.2885

***

[4]
# C4H11NS

A 2-piece molecular cluster, C4H11NS overall (ωB97M-V/def2-TZVPD, OMol25).

Geometry as ORCA input:
```
! wB97M-V def2-TZVPD RIJCOSX def2/J DEFGRID3
* xyz 0 1
C -1.15 1.67 -0.62
C -1.35 0.98 -1.74
N -2.67 0.86 -2.32
H -1.81 2.46 -0.25
H -0.20 1.67 -0.10
H -0.49 0.61 -2.28
H -3.30 0.73 -1.54
H -2.76 1.66 -2.93
C 2.11 -2.32 0.55
S 1.94 -1.63 2.27
C 1.01 -0.10 2.11
H 2.55 -1.59 -0.12
H 1.05 -2.35 0.26
H 2.60 -3.28 0.58
H 0.08 -0.19 2.68
H 1.53 0.81 2.41
H 0.86 0.02 1.04
*
```

LUMO level ... 0.9607 eV
HOMO ... -0.307 hartree
Structure (SMILES) ... C=CN.CSC
Calculated total energy ... -611.87256 a.u.
Kohn-Sham gap ... 9.308 eV
Relative energy (zero: lowest compared OMol25 entry of this formula, charge and spin) ... 1.893 eV

Here are the Mulliken charges for atoms 1 to 4, given in e: C -0.7499; C -0.0616; N -0.5328; H 0.2759

***

[5]
# C3H4Br3Cl

C3H4Br3Cl as an isolated structure (ωB97M-V/def2-TZVPD, OMol25).

Geometry as ORCA input:
```
! wB97M-V def2-TZVPD RIJCOSX def2/J DEFGRID3
* xyz 0 1
C 1.19 0.75 0.85
C 0.27 0.84 -0.39
C -1.56 -1.66 -1.33
Cl 0.22 -0.43 -1.62
Br 0.55 -0.72 2.01
Br -0.85 -3.22 -0.48
Br -2.79 -0.79 -0.07
H 1.03 1.77 1.16
H 2.31 0.52 0.69
H -0.76 1.06 0.04
H 0.40 1.88 -0.86
*
```

LUMO level ... -0.2647 eV
HOMO ... -0.312 hartree
Calculated total energy ... -8298.78963 a.u.
Kohn-Sham gap ... 8.235 eV
Relative energy (zero: lowest compared OMol25 entry of this formula, charge and spin) ... 3.561 eV

Here are the Mulliken charges for atoms 1 to 4, given in e: C -0.3636; C -0.5360; C -0.0572; Cl -0.0037

***

[6]
# C4H4O

One molecule with the formula C4H4O (ωB97M-V/def2-TZVPD, OMol25).

Geometry as ORCA input:
```
! wB97M-V def2-TZVPD RIJCOSX def2/J DEFGRID3
* xyz 0 1
C 1.87 -0.34 -0.42
C 1.01 -0.03 0.54
C -0.26 0.29 0.50
C -1.64 0.05 0.25
O -1.02 1.38 0.33
H 2.92 -0.58 -0.34
H 1.43 -0.33 -1.41
H -2.35 -0.17 1.04
H -1.91 -0.25 -0.76
*
```

LUMO level ... 0.9265 eV
HOMO ... -0.332 hartree
Structure (SMILES) ... C=C=C1CO1
Calculated total energy ... -229.89797 a.u.
Kohn-Sham gap ... 9.972 eV
Relative energy (zero: lowest compared OMol25 entry of this formula, charge and spin) ... 3.537 eV

Here are the Mulliken charges for atoms 1 to 4, given in e: C -0.6473; C -0.2553; C 0.5220; C -0.1711